C21H70O14 | the ωB97M-V functional and the def2-TZVPD basis

For the relative energy (zero: lowest compared OMol25 entry of this formula, charge and spin), the calculation gives 9.227 eV. The calculation puts the gap between HOMO and LUMO at 9.5 eV. As for the largest force on an atom: 4.3 eV/A. The multiplicity is 1. Its electronic energy is -1895.14931 hartree. The HOMO energy is -9.319 eV.

Atoms and positions in Å:
1 C 3.438 -2.111 1.162
2 C 4.032 -3.122 2.111
3 O 5.110 -2.543 2.778
4 H 2.950 -1.253 1.545
5 H 2.747 -2.657 0.510
6 H 4.215 -1.717 0.484
7 H 4.346 -3.957 1.534
8 H 3.363 -3.531 2.839
9 H 4.804 -2.369 3.706
10 C 2.448 2.417 2.103
11 C 3.570 1.414 2.060
12 O 3.914 1.131 0.744
13 H 2.029 2.298 3.025
14 H 1.612 2.257 1.467
15 H 2.823 3.400 2.208
16 H 3.280 0.589 2.731
17 H 4.441 1.788 2.573
18 H 4.712 0.636 0.739
19 C -0.865 2.884 2.348
20 C -2.279 2.387 2.518
21 O -2.377 1.099 1.969
22 H -0.521 2.801 1.319
23 H -0.212 2.479 3.115
24 H -0.841 3.922 2.560
25 H -2.904 2.973 1.795
26 H -2.615 2.501 3.549
27 H -1.821 1.075 1.187
28 C 3.236 -1.061 -1.949
29 C 2.632 -2.301 -2.585
30 O 1.284 -2.147 -2.927
31 H 4.258 -1.282 -1.649
32 H 2.691 -0.691 -1.124
33 H 3.211 -0.268 -2.728
34 H 2.716 -3.192 -1.991
35 H 3.284 -2.475 -3.483
36 H 0.750 -2.792 -2.421
37 C -1.160 3.052 -3.196
38 C -1.657 2.534 -4.537
39 O -2.566 3.495 -5.089
40 H -0.390 3.793 -3.279
41 H -0.802 2.290 -2.582
42 H -1.940 3.608 -2.718
43 H -2.232 1.644 -4.355
44 H -0.824 2.262 -5.150
45 H -2.950 3.050 -5.874
46 C -3.986 -1.819 1.185
47 C -4.134 -3.363 1.156
48 O -3.858 -3.808 2.461
49 H -3.786 -1.440 0.190
50 H -3.080 -1.598 1.762
51 H -4.880 -1.271 1.495
52 H -3.482 -3.789 0.439
53 H -5.100 -3.616 0.726
54 H -2.903 -3.635 2.617
55 C -4.480 3.515 -0.692
56 C -3.631 2.278 -0.948
57 O -4.265 1.063 -0.413
58 H -4.403 3.810 0.399
59 H -5.536 3.248 -0.910
60 H -4.133 4.480 -1.212
61 H -2.599 2.362 -0.533
62 H -3.490 2.103 -1.958
63 H -4.139 0.306 -0.915
64 C -1.538 -0.983 -2.476
65 O -2.860 -0.541 -2.508
66 H -0.825 -0.152 -2.586
67 H -1.407 -1.843 -3.158
68 H -1.409 -1.482 -1.496
69 H -3.430 -1.252 -2.156
70 C 0.075 -3.741 2.778
71 O -0.978 -2.863 3.051
72 H 0.361 -4.372 3.690
73 H 0.916 -3.055 2.441
74 H -0.021 -4.388 1.956
75 H -0.633 -2.135 3.576
76 C 2.160 3.168 -1.082
77 O 2.023 1.747 -1.071
78 H 1.656 3.704 -0.255
79 H 1.814 3.549 -2.017
80 H 3.237 3.327 -0.958
81 H 2.694 1.475 -0.421
82 C 0.277 -0.431 0.544
83 O -0.240 0.771 0.032
84 H 0.501 -1.160 -0.188
85 H -0.493 -0.779 1.144
86 H 1.108 -0.090 1.148
87 H 0.433 1.136 -0.487
88 C 0.476 -0.222 3.944
89 O 0.189 -1.264 4.774
90 H -0.350 0.109 3.284
91 H 1.399 -0.595 3.539
92 H 0.692 0.674 4.475
93 H -0.520 -0.989 5.337
94 C -1.070 -3.813 -0.395
95 O 0.284 -3.572 -0.694
96 H -1.219 -4.858 -0.016
97 H -1.639 -3.700 -1.256
98 H -1.383 -2.991 0.227
99 H 0.864 -4.318 -0.450
100 C 2.092 2.274 -4.347
101 O 1.306 1.322 -3.667
102 H 1.580 3.215 -4.388
103 H 2.451 1.963 -5.280
104 H 2.961 2.447 -3.759
105 H 1.455 1.576 -2.733

---

C21H72N10O15 | the ωB97M-V functional and the def2-TZVPD basis

For the relative energy (zero: lowest compared OMol25 entry of this formula, charge and spin), the calculation gives 57.161 eV. The calculation puts the gap between HOMO and LUMO at 7.8 eV. As for the largest force on an atom: 17.7 eV/A. The multiplicity is 1. Its electronic energy is -2517.44697 hartree. The HOMO energy is -8.282 eV.

Atoms and positions in Å:
1 C 0.909 -0.336 -3.341
2 O 0.128 0.351 -4.237
3 H 0.999 0.380 -2.525
4 H 0.377 -1.213 -2.971
5 H 1.885 -0.543 -3.779
6 H -0.770 0.382 -3.897
7 C 2.909 1.319 1.833
8 O 1.878 1.008 0.943
9 H 2.688 1.223 2.896
10 H 3.732 0.643 1.599
11 H 3.233 2.317 1.536
12 H 2.155 1.467 0.147
13 C 2.794 0.511 -1.647
14 O 2.312 1.598 -0.806
15 H 3.020 0.811 -2.670
16 H 3.724 0.051 -1.311
17 H 2.083 -0.314 -1.601
18 H 2.750 2.435 -0.975
19 C -0.509 2.915 0.865
20 O -0.952 3.866 -0.041
21 H 0.267 2.238 0.509
22 H 0.033 3.482 1.621
23 H -1.348 2.344 1.263
24 H -0.386 4.627 0.107
25 C -1.740 -0.272 3.099
26 O -2.059 0.822 2.214
27 H -2.664 -0.737 3.441
28 H -1.177 -1.084 2.638
29 H -1.058 0.030 3.894
30 H -2.651 0.418 1.575
31 C 1.414 -0.728 4.393
32 O 0.181 -1.413 4.254
33 H 1.216 0.238 4.858
34 H 2.059 -1.249 5.100
35 H 1.875 -0.558 3.420
36 H 0.200 -1.947 3.456
37 C 0.400 1.621 3.255
38 O -0.936 2.079 3.308
39 H 1.035 2.134 2.534
40 H 0.817 1.547 4.260
41 H 0.332 0.576 2.953
42 H -1.478 1.444 2.835
43 C 0.748 -2.852 2.274
44 O 0.182 -1.813 2.464
45 N 1.865 -2.992 1.595
46 N 0.394 -4.032 2.703
47 H 2.154 -3.941 1.404
48 H 2.166 -2.132 1.159
49 H -0.528 -4.252 3.052
50 H 1.015 -4.783 2.436
51 C -2.850 -2.617 1.480
52 O -3.780 -3.199 2.076
53 N -1.697 -3.092 1.372
54 N -2.992 -1.579 0.771
55 H -0.967 -2.593 0.885
56 H -1.582 -3.822 2.061
57 H -2.115 -1.254 0.391
58 H -3.727 -0.903 0.923
59 C -2.051 -0.434 -2.598
60 O -1.274 0.514 -2.506
61 N -2.277 -1.404 -1.770
62 N -2.799 -0.701 -3.672
63 H -1.770 -1.316 -0.901
64 H -2.954 -2.100 -2.047
65 H -2.703 -0.138 -4.505
66 H -3.272 -1.589 -3.759
67 C -0.329 -0.522 0.025
68 O -1.286 -1.276 -0.079
69 N 0.127 0.309 -0.861
70 N 0.364 -0.466 1.141
71 H -0.381 0.508 -1.711
72 H 0.984 0.803 -0.656
73 H 0.204 -1.093 1.916
74 H 1.082 0.243 1.186
75 C 3.511 -1.444 0.881
76 O 4.137 -1.171 1.886
77 N 2.505 -0.796 0.448
78 N 3.767 -2.470 0.166
79 H 2.201 0.068 0.874
80 H 2.113 -1.217 -0.382
81 H 4.599 -2.984 0.420
82 H 3.115 -2.721 -0.564
83 C 0.740 2.746 -1.644
84 C 0.145 3.830 -2.616
85 C -0.929 3.291 -3.511
86 O -0.354 4.899 -1.875
87 H 1.357 3.168 -0.851
88 H 1.420 2.133 -2.236
89 H -0.008 2.091 -1.198
90 H 0.977 4.245 -3.184
91 H -1.779 2.959 -2.914
92 H -0.576 2.438 -4.090
93 H -1.338 4.001 -4.229
94 H -0.464 4.516 -1.002
95 C -3.836 3.315 -1.615
96 C -3.456 2.595 -0.318
97 C -2.470 1.415 -0.455
98 O -2.910 3.537 0.632
99 H -2.922 3.458 -2.191
100 H -4.352 4.254 -1.413
101 H -4.542 2.685 -2.155
102 H -4.377 2.248 0.152
103 H -2.820 0.730 -1.228
104 H -2.331 0.882 0.485
105 H -1.556 1.832 -0.879
106 H -1.961 3.542 0.487
107 C -0.148 -2.847 -1.909
108 C 1.080 -2.821 -0.964
109 C 1.891 -4.123 -1.088
110 O 1.874 -1.690 -1.307
111 H -0.859 -3.494 -1.394
112 H 0.191 -3.284 -2.848
113 H -0.620 -1.882 -2.095
114 H 0.790 -2.615 0.066
115 H 2.203 -4.260 -2.123
116 H 1.332 -4.998 -0.757
117 H 2.824 -4.168 -0.525
118 H 2.207 -1.857 -2.192

---

C21H8BCl60N | the ωB97M-V functional and the def2-TZVPD basis

The calculation puts the gap between HOMO and LUMO at 9.5 eV. As for the largest force on an atom: 1.8 eV/A. The multiplicity is 1. Its electronic energy is -28495.88182 hartree. The HOMO energy is -9.569 eV.

Atoms and positions in Å:
1 C -0.632 -3.080 3.191
2 B -1.187 -1.744 2.571
3 C -0.238 -0.892 1.656
4 C 0.415 0.234 2.179
5 C 1.260 0.874 1.290
6 C 1.459 0.467 -0.010
7 N 0.809 -0.573 -0.521
8 C 0.001 -1.198 0.320
9 H -1.195 -3.950 2.832
10 H 0.422 -3.245 2.949
11 H -0.711 -3.074 4.285
12 H -2.293 -1.404 2.851
13 H 0.267 0.557 3.197
14 H 1.820 1.739 1.636
15 H 2.167 1.005 -0.650
16 H -0.531 -2.059 -0.087
17 C 3.959 0.994 -3.901
18 Cl 4.509 -0.549 -4.569
19 Cl 3.253 0.726 -2.298
20 Cl 5.329 2.105 -3.760
21 Cl 2.738 1.696 -4.966
22 C -0.521 4.532 3.475
23 Cl -1.938 5.127 2.606
24 Cl -0.835 4.569 5.216
25 Cl -0.190 2.868 2.970
26 Cl 0.875 5.551 3.108
27 C -5.753 5.096 4.231
28 Cl -5.522 5.611 2.554
29 Cl -7.354 5.600 4.784
30 Cl -5.623 3.336 4.327
31 Cl -4.516 5.837 5.252
32 C -2.863 -6.016 5.534
33 Cl -3.367 -5.502 7.142
34 Cl -3.559 -4.948 4.267
35 Cl -1.099 -5.949 5.462
36 Cl -3.408 -7.669 5.252
37 C -0.460 4.056 -1.902
38 Cl 0.542 5.512 -1.978
39 Cl -0.743 3.447 -3.536
40 Cl 0.369 2.816 -0.948
41 Cl -2.008 4.444 -1.141
42 C -3.326 -9.765 1.617
43 Cl -2.647 -10.722 0.296
44 Cl -4.969 -9.265 1.201
45 Cl -3.364 -10.742 3.092
46 Cl -2.326 -8.335 1.887
47 C 4.226 4.228 4.822
48 Cl 5.187 3.422 6.067
49 Cl 3.313 3.015 3.916
50 Cl 3.114 5.371 5.586
51 Cl 5.299 5.100 3.721
52 C -6.157 -2.369 7.189
53 Cl -5.445 -3.394 5.938
54 Cl -7.764 -1.840 6.684
55 Cl -6.276 -3.286 8.699
56 Cl -5.129 -0.951 7.441
57 C 6.830 0.390 -8.342
58 Cl 6.206 0.812 -6.744
59 Cl 6.126 1.467 -9.559
60 Cl 8.590 0.563 -8.349
61 Cl 6.399 -1.285 -8.715
62 C 2.481 -8.464 5.709
63 Cl 2.778 -8.888 4.020
64 Cl 3.803 -9.070 6.712
65 Cl 2.383 -6.704 5.865
66 Cl 0.957 -9.185 6.239
67 C -8.744 -0.157 3.311
68 Cl -9.311 0.979 4.542
69 Cl -9.064 0.507 1.707
70 Cl -7.009 -0.420 3.509
71 Cl -9.597 -1.698 3.495
72 C 5.880 3.818 -12.887
73 Cl 6.413 2.253 -13.509
74 Cl 5.171 3.598 -11.279
75 Cl 7.260 4.912 -12.771
76 Cl 4.669 4.506 -13.974
77 C -12.987 1.344 1.163
78 Cl -11.841 2.681 0.998
79 Cl -13.307 0.645 -0.429
80 Cl -12.306 0.105 2.222
81 Cl -14.496 1.949 1.855
82 C 7.284 8.054 -9.525
83 Cl 6.651 8.486 -7.932
84 Cl 6.586 9.124 -10.747
85 Cl 9.044 8.228 -9.527
86 Cl 6.858 6.381 -9.899
87 C 9.812 -2.437 -6.019
88 Cl 10.836 -0.998 -6.088
89 Cl 9.555 -3.057 -7.653
90 Cl 10.603 -3.676 -5.037
91 Cl 8.256 -2.013 -5.295

---

Question: Which of these has the highest HOMO energy?
Answer: C21H72N10O15

---

Question: The lowest gap between HOMO and LUMO belongs to which entry?
Answer: C21H72N10O15